Record 1
Molecular formula: C32H41N3OTi
Method: DFT, ωB97M-V/def2-TZVPD

For the HOMO-LUMO gap (alpha / beta), the calculation gives 3.85 / 3.83 eV. Its spin multiplicity is 2. As for the HOMO energy (alpha / beta): -1.63 / -1.62 eV. Its total charge is -1.

Each line ends with the Löwdin spin population.
Cartesian coordinates (Å):
Ti: -0.337 0.208 0.112  1.23
N: -5.820 2.545 0.301  0.00
N: 0.578 1.916 -0.216  0.04
C: -0.052 -1.699 -0.899  -0.02
C: -0.744 -0.770 -1.787  -0.02
C: -2.193 -0.996 -1.579  0.00
C: -3.176 -0.764 -2.509  -0.24
H: -2.941 -0.199 -3.398  -0.02
H: -5.173 1.095 -1.773  0.00
H: -4.188 -1.123 -2.327  -0.01
C: -2.318 -1.792 -0.375  -0.10
C: -3.641 -2.246 0.096  -0.02
H: -4.185 -2.767 -0.705  -0.01
H: -4.255 -1.375 0.374  0.00
H: -3.568 -2.919 0.960  0.00
C: -1.040 -2.223 0.040  0.00
C: -0.785 -3.309 1.028  0.00
H: -1.370 -3.163 1.947  0.00
H: 0.270 -3.359 1.320  0.00
H: -1.060 -4.298 0.623  0.00
C: -0.199 -0.165 -3.034  0.00
H: -0.341 -0.838 -3.895  0.00
H: 0.876 0.048 -2.956  0.00
H: -0.717 0.778 -3.259  0.00
C: 1.310 -2.260 -1.112  0.00
H: 1.859 -2.417 -0.175  0.00
H: 1.919 -1.608 -1.747  0.00
H: 1.234 -3.236 -1.618  0.00
C: -6.029 3.387 1.293  0.00
H: -7.068 3.566 1.588  0.00
C: -4.989 4.047 1.994  0.00
H: -5.260 4.711 2.806  0.00
C: -3.660 3.768 1.647  0.00
H: -2.837 4.223 2.204  0.00
C: -3.421 2.946 0.558  0.00
H: -2.418 2.756 0.166  0.00
C: -4.543 2.361 -0.150  0.00
C: -4.342 1.592 -1.289  0.00
H: -3.369 1.605 -1.759  0.00
C: 1.439 0.817 -0.262  0.05
C: 1.308 3.032 -0.610  0.01
H: 0.909 4.029 -0.530  0.00
C: 2.542 2.618 -1.024  0.00
H: 3.370 3.195 -1.421  0.00
N: 2.638 1.252 -0.757  0.02
C: 3.762 0.405 -0.889  0.00
C: 4.421 0.275 -2.126  0.00
C: 5.424 -0.691 -2.259  0.00
H: 5.932 -0.802 -3.219  0.00
C: 5.744 -1.546 -1.205  0.00
C: 6.831 -2.568 -1.353  0.00
H: 6.588 -3.479 -0.796  0.00
H: 7.785 -2.192 -0.965  0.00
H: 6.976 -2.829 -2.406  0.00
C: 5.065 -1.408 0.007  0.00
H: 5.309 -2.092 0.825  0.00
C: 4.089 -0.433 0.193  0.00
C: 3.383 -0.349 1.506  0.01
H: 3.324 0.676 1.887  0.00
H: 3.917 -0.954 2.248  0.00
H: 2.364 -0.763 1.450  0.01
C: 3.965 1.041 -3.331  0.00
H: 4.036 2.130 -3.205  0.00
H: 2.927 0.793 -3.614  0.00
H: 4.606 0.760 -4.175  0.00
C: -1.104 0.003 4.293  0.00
C: -2.492 0.466 3.847  0.00
C: -2.580 0.023 2.399  0.00
O: -1.192 0.089 1.916  0.02
C: -0.243 -0.078 3.031  0.02
H: -0.654 0.663 5.034  0.00
H: -1.159 -0.995 4.737  0.00
H: -2.581 1.557 3.904  0.00
H: -3.297 0.036 4.445  0.00
H: -3.199 0.656 1.754  0.00
H: -2.903 -1.022 2.312  0.00
H: 0.507 0.721 2.959  0.00
H: 0.237 -1.060 2.905  0.01

Record 2
Molecular formula: C32H42Br2N6O3PPdS
Method: DFT, ωB97M-V/def2-TZVPD

The value obtained for the relative energy (zero: lowest compared OMol25 entry of this formula, charge and spin) is 0.0 kJ/mol. For the HOMO-LUMO gap (alpha / beta), the calculation gives 6.74 / 6.46 eV. Its spin multiplicity is 3. As for the HOMO energy (alpha / beta): -4.28 / -4.38 eV. Its total charge is -1.

Each line ends with the Löwdin spin population.
Cartesian coordinates (Å):
Pd: -0.417 0.855 0.153  1.09
N: 4.291 0.674 7.017  0.00
C: 3.145 0.431 6.244  0.00
C: 1.930 1.029 6.572  0.00
C: 0.791 0.762 5.831  0.00
C: 0.853 -0.113 4.756  0.00
C: 2.054 -0.726 4.433  0.00
C: 3.194 -0.458 5.170  0.00
S: -0.588 -0.420 3.770  0.01
O: -1.727 -0.242 4.638  0.00
O: -0.387 -1.718 3.171  0.00
N: -0.544 0.637 2.573  0.05
C: -0.695 1.966 2.728  0.01
N: -0.757 2.574 1.509  0.03
C: -0.852 3.884 1.440  0.00
C: -0.913 4.653 2.599  0.00
C: -0.850 3.957 3.794  0.00
N: -0.740 2.635 3.890  0.00
H: 4.280 1.564 7.488  0.00
H: 5.155 0.545 6.514  0.00
H: 1.879 1.711 7.415  0.00
H: -0.153 1.231 6.071  0.00
H: 2.083 -1.423 3.604  0.00
H: 4.131 -0.944 4.917  0.00
H: -0.877 4.299 0.439  0.00
H: -0.997 5.729 2.566  0.00
H: -0.888 4.495 4.739  0.00
C: 3.035 0.483 1.117  0.00
C: 3.064 1.247 -0.176  0.00
C: 4.266 1.439 -0.894  0.00
C: 4.245 2.148 -2.060  0.00
C: 3.027 2.677 -2.545  0.00
C: 2.891 3.414 -3.748  0.00
Br: 4.411 3.787 -4.835  0.00
C: 1.665 3.867 -4.147  0.00
C: 0.528 3.615 -3.377  0.00
Br: -1.147 4.250 -4.009  0.00
C: 0.539 2.901 -2.165  0.00
O: -0.491 2.658 -1.474  0.05
C: 1.873 2.436 -1.764  0.00
N: 1.929 1.739 -0.608  0.01
H: 3.874 -0.212 1.190  0.00
H: 2.098 -0.064 1.200  0.00
H: 3.087 1.164 1.971  0.00
H: 5.190 1.018 -0.517  0.00
H: 5.151 2.305 -2.630  0.00
H: 1.564 4.427 -5.067  0.00
C: 0.485 -2.903 -3.282  0.00
C: -0.460 -3.211 -2.111  0.01
C: -1.356 -4.386 -2.509  0.00
C: 0.455 -3.631 -0.945  0.01
P: -1.334 -1.610 -1.624  0.11
N: -0.178 -0.694 -1.001  0.51
C: -2.772 -2.013 -0.464  0.01
C: -2.250 -2.956 0.632  0.00
C: -3.977 -2.677 -1.146  0.00
C: -3.262 -0.726 0.243  0.01
C: -1.998 -0.722 -3.140  0.03
C: -3.004 0.345 -2.681  0.00
C: -0.856 0.046 -3.828  0.01
C: -2.682 -1.643 -4.158  0.00
H: 1.118 -3.781 -3.442  0.00
H: 1.127 -2.053 -3.052  0.00
H: -0.044 -2.710 -4.213  0.00
H: -0.717 -5.209 -2.844  0.00
H: -2.033 -4.141 -3.330  0.00
H: -1.949 -4.758 -1.675  0.00
H: 1.170 -4.368 -1.324  0.00
H: -0.086 -4.089 -0.122  0.00
H: 1.010 -2.774 -0.563  0.00
H: -2.034 -3.954 0.254  0.00
H: -3.036 -3.057 1.385  0.00
H: -1.375 -2.552 1.140  0.00
H: -3.723 -3.591 -1.684  0.00
H: -4.481 -2.000 -1.835  0.00
H: -4.699 -2.943 -0.367  0.00
H: -2.521 0.073 0.207  0.01
H: -3.449 -0.934 1.296  0.00
H: -4.181 -0.346 -0.202  0.00
H: -2.552 1.040 -1.974  0.00
H: -3.909 -0.082 -2.252  0.00
H: -3.293 0.926 -3.561  0.00
H: -0.326 0.669 -3.110  0.00
H: -1.302 0.705 -4.578  0.00
H: -0.143 -0.601 -4.330  0.00
H: -3.496 -2.227 -3.729  0.00
H: -1.982 -2.331 -4.633  0.00
H: -3.106 -1.016 -4.949  0.00

Record 3
Molecular formula: C32H42F5O3Si
Method: DFT, ωB97M-V/def2-TZVPD

For the HOMO-LUMO gap, the calculation gives 4.87 eV. Its spin multiplicity is 1. As for the HOMO energy: -10.23 eV. Its total charge is +1.

Each line ends with the Mulliken charge.
Cartesian coordinates (Å):
C: 9.606 -0.341 1.076  -1.34
C: 8.222 0.369 0.870  0.87
C: 7.942 1.271 -0.251  -1.05
C: 6.618 1.880 -0.424  0.40
C: 6.237 2.816 -1.620  -1.11
C: 5.138 2.063 -2.511  -0.62
C: 4.157 3.049 -3.263  -1.01
C: 2.647 2.677 -3.155  0.73
F: 2.231 2.292 -1.897  -0.18
F: 1.901 3.821 -3.473  -0.34
C: 2.167 1.556 -4.172  0.55
F: 1.047 0.956 -3.613  -0.26
F: 3.097 0.599 -4.425  -0.23
F: 1.716 2.131 -5.330  -0.25
C: 5.605 1.564 0.594  0.20
C: 5.879 0.653 1.728  0.46
C: 7.195 0.059 1.889  -0.84
C: 4.687 0.375 2.707  -0.09
O: 4.811 0.218 3.896  -0.54
C: 3.277 0.364 2.016  0.41
C: 2.153 -0.654 2.470  -0.68
C: 2.336 -1.938 1.558  -0.75
C: 1.101 -2.925 1.544  -0.62
C: -0.315 -2.229 1.643  -0.41
C: -1.350 -2.996 0.694  -0.80
C: -2.536 -2.022 0.316  0.24
C: -3.744 -2.187 1.347  -0.92
C: -5.165 -1.936 0.699  -0.21
Si: -5.426 -0.200 -0.058  0.28
C: -5.538 -0.448 -1.967  -0.95
C: -4.059 1.059 0.345  -1.15
C: -7.087 0.590 0.497  0.64
C: -8.403 -0.012 0.211  -0.27
C: -9.591 0.699 0.643  -0.46
C: -9.562 1.976 1.360  -0.50
C: -8.264 2.569 1.652  -0.51
C: -7.038 1.869 1.224  -0.31
C: 3.028 1.218 0.986  -0.27
C: 4.168 2.188 0.523  0.17
O: 3.951 3.325 0.180  -0.52
H: 9.402 -1.443 0.934  0.30
H: 9.936 -0.224 2.138  0.33
H: 10.372 -0.052 0.319  0.34
H: 8.729 1.515 -1.003  0.29
H: 7.110 3.057 -2.280  0.47
H: 5.812 3.769 -1.221  0.42
H: 4.570 1.293 -1.934  0.42
H: 5.727 1.503 -3.289  0.55
H: 4.280 4.128 -2.993  0.46
H: 4.416 2.981 -4.360  0.37
H: 7.431 -0.611 2.754  0.39
H: 1.190 -0.113 2.325  0.41
H: 2.391 -0.898 3.537  0.36
H: 2.659 -1.591 0.545  0.40
H: 3.205 -2.513 1.995  0.28
H: 1.257 -3.745 2.303  0.37
H: 1.128 -3.454 0.546  0.35
H: -0.650 -2.222 2.710  0.21
H: -0.227 -1.200 1.201  0.19
H: -0.842 -3.277 -0.274  0.41
H: -1.670 -3.926 1.229  0.30
H: -2.878 -2.140 -0.749  0.15
H: -2.189 -0.959 0.434  -0.17
H: -3.722 -3.277 1.650  0.45
H: -3.559 -1.588 2.272  0.32
H: -5.931 -2.079 1.507  0.52
H: -5.330 -2.716 -0.089  -0.21
H: -6.471 -1.055 -2.147  0.19
H: -4.621 -0.993 -2.339  0.27
H: -5.667 0.547 -2.467  0.33
H: -3.178 0.860 -0.327  0.30
H: -3.766 0.965 1.420  0.35
H: -4.418 2.089 0.070  0.42
H: -8.446 -0.981 -0.331  0.16
H: -10.592 0.272 0.405  0.30
H: -10.476 2.534 1.662  0.35
H: -8.213 3.549 2.173  0.35
H: -6.082 2.378 1.491  0.22
H: 2.062 1.253 0.431  0.40
O: -6.322 -4.339 -1.547  -0.44
H: -6.107 -5.226 -1.181  0.45
H: -7.293 -4.206 -1.623  0.46
H: -5.869 -4.183 -2.406  0.46